No. 1
A molecular structure, C51H42FeN2O5S2. Source: the OMol25 dataset; level of theory: ωB97M-V/def2-TZVPD.

Calculated values
Multiplicity = 5
Gap between HOMO and LUMO (spin up / spin down) = 7.04 / 7.08 eV

Element x y z (Å)
1 Fe 1.422 3.148 -0.884
2 O -0.410 3.546 -0.087
3 C -0.794 3.668 1.208
4 C -2.192 3.772 1.309
5 C -2.842 4.002 2.483
6 C -2.071 3.973 3.702
7 C -0.736 3.694 3.571
8 C -0.001 3.527 2.389
9 C 1.402 3.228 2.319
10 N 2.108 3.213 1.245
11 N 3.421 2.787 1.457
12 C 3.928 2.483 0.273
13 O 3.429 2.832 -0.854
14 C 5.292 1.847 0.225
15 C 5.719 1.304 -1.022
16 C 7.020 0.941 -1.172
17 C 7.825 0.839 -0.040
18 C 7.444 1.300 1.160
19 C 6.083 1.702 1.335
20 H -2.736 3.633 0.387
21 H -3.865 4.138 2.552
22 H -2.439 4.040 4.723
23 H -0.120 3.630 4.459
24 H 1.914 2.968 3.254
25 H 5.045 1.568 -1.866
26 H 7.488 0.671 -2.119
27 H 8.831 0.451 -0.179
28 H 8.103 1.193 2.043
29 H 5.789 2.129 2.276
30 C -8.250 -2.778 -1.182
31 C -7.013 -1.951 -0.987
32 C -6.992 -0.959 -0.013
33 C -5.817 -0.265 0.198
34 C -4.690 -0.531 -0.549
35 C -4.705 -1.485 -1.545
36 C -5.873 -2.235 -1.708
37 S -3.107 0.348 -0.290
38 O -2.508 0.316 -1.635
39 C -2.255 -0.919 0.668
40 C -2.549 -0.760 2.025
41 C -1.929 -1.532 2.950
42 C -0.948 -2.428 2.524
43 C -0.250 -3.281 3.450
44 C 0.685 -4.200 3.137
45 C 0.909 -4.404 1.717
46 C 0.284 -3.671 0.805
47 C -0.668 -2.636 1.165
48 C -1.331 -1.831 0.213
49 C -0.910 -1.926 -1.239
50 C -1.241 -3.189 -1.915
51 C -2.034 -4.211 -1.308
52 C -2.498 -5.275 -2.077
53 C -2.088 -5.406 -3.442
54 C -1.250 -4.455 -3.964
55 C -0.903 -3.349 -3.250
56 C -0.049 -2.339 -3.817
57 C 0.393 -1.244 -3.132
58 C -0.078 -1.036 -1.839
59 S 0.297 0.485 -0.943
60 O 0.848 1.474 -1.917
61 C 1.603 -0.248 -0.014
62 C 2.690 -1.054 -0.463
63 C 3.658 -1.584 0.476
64 C 3.531 -1.270 1.841
65 C 4.577 -1.648 2.870
66 C 2.448 -0.519 2.290
67 C 1.547 0.022 1.393
68 H -9.142 -2.234 -0.944
69 H -8.138 -3.513 -0.466
70 H -8.226 -3.206 -2.171
71 H -7.890 -0.750 0.595
72 H -5.672 0.383 0.999
73 H -3.824 -1.682 -2.094
74 H -5.815 -3.113 -2.408
75 H -3.208 -0.001 2.345
76 H -2.161 -1.471 3.984
77 H -0.474 -2.989 4.519
78 H 1.325 -4.619 3.897
79 H 1.801 -4.995 1.353
80 H 0.697 -3.775 -0.160
81 H -2.400 -4.125 -0.245
82 H -3.176 -5.912 -1.554
83 H -2.407 -6.306 -3.988
84 H -0.847 -4.587 -4.956
85 H 0.329 -2.604 -4.755
86 H 1.100 -0.673 -3.631
87 H 2.774 -1.368 -1.499
88 H 4.441 -2.287 0.143
89 H 5.090 -2.535 2.519
90 H 4.082 -1.928 3.816
91 H 5.260 -0.842 3.139
92 H 2.452 -0.338 3.349
93 H 0.680 0.513 1.850
94 C 0.347 6.284 -1.563
95 C 0.659 5.525 -2.821
96 C 0.714 6.135 -4.152
97 O 0.811 4.282 -2.746
98 H 0.365 7.374 -1.658
99 H 1.123 6.199 -0.786
100 H -0.592 5.841 -1.143
101 H -0.023 6.912 -4.351
102 H 0.682 5.502 -4.934
103 H 1.673 6.649 -4.128

No. 2
A molecular structure, C51H42NNiO2Sb. Source: the OMol25 dataset; level of theory: ωB97M-V/def2-TZVPD.

Calculated values
Multiplicity = 3
Gap between HOMO and LUMO (spin up / spin down) = 8.64 / 8.29 eV

Element x y z (Å)
1 Ni -0.368 -0.232 -0.344
2 O 0.769 -1.500 -1.161
3 C 2.072 -1.230 -1.530
4 C 2.668 -0.034 -0.717
5 C 2.014 1.270 -1.055
6 C 2.685 2.279 -1.729
7 C 2.020 3.459 -2.006
8 C 0.713 3.622 -1.580
9 C 0.086 2.585 -0.906
10 C -1.305 2.705 -0.360
11 C -2.364 1.761 -1.031
12 O -2.053 0.430 -0.805
13 C -3.702 2.073 -0.333
14 C -3.925 1.486 0.912
15 C -5.083 1.743 1.625
16 C -6.050 2.591 1.102
17 C -5.845 3.168 -0.140
18 C -4.679 2.912 -0.853
19 C -2.423 2.047 -2.537
20 C -2.378 3.338 -3.060
21 C -2.430 3.557 -4.428
22 C -2.536 2.484 -5.301
23 C -2.592 1.196 -4.790
24 C -2.531 0.980 -3.421
25 N 0.737 1.432 -0.676
26 C 2.885 -2.502 -1.284
27 C 2.581 -3.624 -2.051
28 C 3.227 -4.829 -1.841
29 C 4.203 -4.935 -0.856
30 C 4.504 -3.830 -0.078
31 C 3.846 -2.624 -0.288
32 C 2.193 -0.804 -3.005
33 C 1.082 -0.357 -3.704
34 C 1.214 0.152 -4.990
35 C 2.460 0.211 -5.595
36 C 3.576 -0.251 -4.908
37 C 3.441 -0.752 -3.623
38 H 2.522 -0.246 0.348
39 H 3.740 0.059 -0.896
40 H 3.709 2.122 -2.038
41 H 2.522 4.255 -2.541
42 H 0.175 4.542 -1.761
43 H -1.295 2.437 0.701
44 H -1.620 3.747 -0.416
45 H -3.190 0.799 1.306
46 H -5.233 1.269 2.588
47 H -6.960 2.790 1.654
48 H -6.599 3.817 -0.569
49 H -4.552 3.357 -1.830
50 H -2.313 4.192 -2.397
51 H -2.391 4.569 -4.812
52 H -2.580 2.651 -6.370
53 H -2.684 0.351 -5.462
54 H -2.572 -0.021 -3.015
55 H 1.820 -3.545 -2.819
56 H 2.975 -5.687 -2.452
57 H 4.719 -5.873 -0.696
58 H 5.249 -3.902 0.707
59 H 4.092 -1.786 0.354
60 H 0.108 -0.405 -3.231
61 H 0.336 0.512 -5.511
62 H 2.563 0.608 -6.597
63 H 4.553 -0.223 -5.375
64 H 4.315 -1.120 -3.096
65 C -4.428 -1.507 4.359
66 C -3.900 -2.447 3.485
67 C -2.655 -2.238 2.912
68 C -1.925 -1.092 3.213
69 C -2.460 -0.152 4.085
70 C -3.708 -0.360 4.658
71 Sb -0.115 -0.749 2.161
72 C 0.981 -2.532 2.475
73 C 1.913 -2.703 3.492
74 C 2.616 -3.896 3.596
75 C 2.383 -4.924 2.694
76 C 1.464 -4.752 1.669
77 C 0.778 -3.554 1.549
78 C 0.833 0.654 3.439
79 C 1.455 1.769 2.884
80 C 2.089 2.701 3.696
81 C 2.104 2.527 5.070
82 C 1.481 1.423 5.636
83 C 0.848 0.493 4.824
84 H -5.403 -1.667 4.802
85 H -4.460 -3.341 3.243
86 H -2.257 -2.980 2.227
87 H -1.914 0.754 4.320
88 H -4.118 0.379 5.335
89 H 2.112 -1.908 4.200
90 H 3.345 -4.021 4.386
91 H 2.933 -5.853 2.776
92 H 1.313 -5.532 0.935
93 H 0.123 -3.401 0.697
94 H 1.447 1.915 1.810
95 H 2.569 3.563 3.251
96 H 2.596 3.254 5.704
97 H 1.485 1.288 6.710
98 H 0.351 -0.357 5.278

No. 3
A molecular structure, C51H43AsN8O5S2Tl. Source: the OMol25 dataset; level of theory: ωB97M-V/def2-TZVPD.

Calculated values
Gap between HOMO and LUMO = 6.82 eV
Charge = -1

Element x y z (Å)
1 Tl -0.285 -0.239 0.019
2 O 1.649 2.632 2.760
3 C 1.042 1.645 2.331
4 N 1.292 0.943 1.231
5 C 2.347 1.290 0.384
6 C 2.997 2.524 0.326
7 C 4.041 2.721 -0.567
8 C 4.452 1.694 -1.409
9 C 3.802 0.471 -1.381
10 C 2.737 0.268 -0.505
11 N 1.904 -0.843 -0.517
12 C 2.296 -2.043 -0.909
13 O 3.435 -2.435 -1.182
14 C 1.159 -3.035 -1.044
15 C 1.440 -4.291 -1.564
16 C 0.397 -5.172 -1.777
17 C -0.894 -4.761 -1.492
18 C -1.089 -3.489 -0.985
19 N -0.080 -2.658 -0.729
20 C -0.049 1.109 3.238
21 C -0.363 1.876 4.359
22 C -1.266 1.385 5.280
23 C -1.801 0.124 5.069
24 C -1.437 -0.560 3.922
25 N -0.603 -0.078 3.002
26 H 2.695 3.302 1.007
27 H 4.549 3.677 -0.590
28 H 5.281 1.845 -2.089
29 H 4.097 -0.336 -2.035
30 H 2.470 -4.524 -1.790
31 H 0.584 -6.159 -2.182
32 H -1.743 -5.399 -1.681
33 H -2.080 -3.105 -0.796
34 H 0.130 2.831 4.467
35 H -1.532 1.964 6.156
36 H -2.485 -0.329 5.774
37 H -1.827 -1.549 3.740
38 O -0.655 2.426 0.235
39 As -1.460 3.839 0.484
40 C -0.537 4.884 1.814
41 C 0.708 5.405 1.477
42 C 1.461 6.068 2.431
43 C 0.971 6.212 3.722
44 C -0.272 5.700 4.057
45 C -1.030 5.033 3.103
46 C -1.367 4.896 -1.120
47 C -0.547 4.376 -2.115
48 C -0.387 5.069 -3.306
49 C -1.044 6.275 -3.500
50 C -1.853 6.800 -2.500
51 C -2.013 6.114 -1.305
52 C -3.239 3.594 1.161
53 C -4.340 4.344 0.775
54 C -5.581 4.079 1.337
55 C -5.717 3.070 2.280
56 C -4.618 2.311 2.653
57 C -3.379 2.564 2.086
58 H 1.097 5.271 0.473
59 H 2.437 6.457 2.173
60 H 1.565 6.720 4.470
61 H -0.652 5.811 5.065
62 H -1.999 4.627 3.367
63 H -0.059 3.422 -1.954
64 H 0.242 4.657 -4.084
65 H -0.927 6.811 -4.433
66 H -2.359 7.745 -2.651
67 H -2.619 6.546 -0.518
68 H -4.250 5.116 0.023
69 H -6.445 4.654 1.028
70 H -6.690 2.857 2.704
71 H -4.728 1.495 3.354
72 H -2.529 1.941 2.335
73 C -2.910 1.653 -1.751
74 C -3.293 0.684 -0.680
75 C -4.591 0.388 -0.345
76 C -4.568 -0.696 0.556
77 C -3.250 -1.035 0.742
78 C -2.758 -2.238 1.483
79 N -2.454 -0.189 -0.007
80 H -3.450 2.597 -1.621
81 H -3.196 1.260 -2.729
82 H -1.850 1.862 -1.772
83 H -5.460 0.884 -0.751
84 H -5.414 -1.207 0.988
85 H -3.185 -2.285 2.483
86 H -1.669 -2.257 1.573
87 H -3.060 -3.158 0.978
88 N -2.297 -7.000 -6.272
89 C -2.464 -5.718 -5.741
90 C -3.046 -5.545 -4.484
91 C -3.253 -4.276 -3.977
92 C -2.883 -3.159 -4.713
93 C -2.326 -3.322 -5.971
94 C -2.108 -4.593 -6.479
95 S -3.227 -1.534 -4.083
96 O -4.477 -1.658 -3.381
97 O -3.176 -0.652 -5.232
98 N -2.072 -1.233 -3.038
99 C -1.086 -0.389 -3.316
100 S -0.657 0.203 -4.931
101 C 0.662 1.090 -4.257
102 C 0.691 0.933 -2.923
103 N -0.275 0.108 -2.388
104 H -2.234 -7.740 -5.593
105 H -1.596 -7.075 -6.991
106 H -3.344 -6.418 -3.912
107 H -3.729 -4.136 -3.015
108 H -2.064 -2.443 -6.544
109 H -1.667 -4.718 -7.461
110 H 1.303 1.703 -4.865
111 H 1.392 1.412 -2.258

No. 4
A molecular structure, C51H43BF9N8OPRbSe4. Source: the OMol25 dataset; level of theory: ωB97M-V/def2-TZVPD.

Calculated values
Gap between HOMO and LUMO = 6.64 eV
Charge = -1

Element x y z (Å)
1 Rb -0.454 -0.047 -0.081
2 C 3.405 4.833 0.282
3 C 2.193 4.298 -0.402
4 C 1.262 5.007 -1.125
5 C 0.278 4.062 -1.470
6 N 0.594 2.871 -0.984
7 N 1.788 3.008 -0.348
8 B 2.288 1.695 0.323
9 N 2.280 1.812 1.891
10 N 1.022 1.544 2.350
11 C 1.008 1.844 3.639
12 C 2.260 2.337 4.042
13 C 3.038 2.295 2.907
14 C 4.488 2.625 2.822
15 C -0.188 1.593 4.461
16 C -1.376 1.152 3.878
17 C -2.479 0.851 4.659
18 C -2.421 0.997 6.040
19 C -1.251 1.455 6.627
20 C -0.144 1.749 5.844
21 N 3.396 0.897 -0.465
22 N 2.801 -0.116 -1.174
23 C 3.753 -0.760 -1.823
24 C 4.998 -0.155 -1.585
25 C 4.732 0.894 -0.735
26 C 5.764 1.820 -0.185
27 C 3.442 -1.994 -2.569
28 C 2.120 -2.380 -2.785
29 C 1.822 -3.579 -3.412
30 C 2.847 -4.412 -3.843
31 C 4.167 -4.032 -3.646
32 C 4.462 -2.832 -3.013
33 C -0.964 4.271 -2.236
34 C -1.950 3.289 -2.289
35 C -3.103 3.472 -3.033
36 C -3.298 4.657 -3.731
37 C -2.329 5.648 -3.679
38 C -1.169 5.455 -2.942
39 H 3.485 5.901 0.081
40 H 4.320 4.366 -0.076
41 H 3.344 4.700 1.363
42 H 1.286 6.063 -1.336
43 H 1.400 0.978 0.159
44 H 2.580 2.652 5.022
45 H 4.768 3.224 3.689
46 H 4.742 3.186 1.929
47 H 5.097 1.718 2.836
48 H -1.415 1.050 2.802
49 H -3.395 0.511 4.189
50 H -3.284 0.761 6.650
51 H -1.195 1.576 7.702
52 H 0.771 2.082 6.316
53 H 5.966 -0.423 -1.975
54 H 6.664 1.730 -0.792
55 H 6.033 1.567 0.840
56 H 5.457 2.861 -0.206
57 H 1.321 -1.728 -2.460
58 H 0.787 -3.859 -3.564
59 H 2.617 -5.353 -4.327
60 H 4.972 -4.676 -3.976
61 H 5.495 -2.555 -2.846
62 H -1.798 2.365 -1.749
63 H -3.838 2.678 -3.083
64 H -4.196 4.801 -4.317
65 H -2.469 6.574 -4.224
66 H -0.409 6.225 -2.926
67 Se -1.617 -2.537 -2.018
68 Se -3.203 -3.938 -2.647
69 Se -4.005 -0.456 -3.937
70 Se -2.007 -0.305 -3.029
71 O -4.025 -1.160 -0.947
72 N -2.897 -0.969 -0.843
73 N 3.583 -2.043 1.191
74 H 3.724 -1.087 0.874
75 H 3.076 -2.499 0.438
76 H 4.501 -2.476 1.211
77 F -6.413 -4.256 5.554
78 C -5.291 -4.992 5.540
79 F -5.027 -5.334 6.817
80 F -5.579 -6.137 4.893
81 C -4.134 -4.271 4.910
82 C -2.872 -4.858 4.976
83 C -1.794 -4.227 4.389
84 C -1.959 -3.005 3.734
85 C -3.224 -2.437 3.671
86 C -4.317 -3.066 4.258
87 P -0.569 -2.127 2.917
88 C 0.548 -1.767 4.317
89 C 1.857 -1.383 4.025
90 C 2.712 -0.990 5.040
91 C 2.258 -0.958 6.351
92 C 0.954 -1.325 6.651
93 C 0.102 -1.729 5.636
94 C 3.149 -0.454 7.444
95 F 2.960 -1.112 8.604
96 F 2.927 0.854 7.713
97 F 4.454 -0.561 7.138
98 C 0.212 -3.559 2.069
99 C 1.345 -4.253 2.487
100 C 1.871 -5.261 1.699
101 C 1.278 -5.578 0.483
102 C 0.135 -4.917 0.064
103 C -0.392 -3.917 0.866
104 C 1.916 -6.637 -0.369
105 F 1.266 -6.837 -1.522
106 F 1.965 -7.827 0.270
107 F 3.191 -6.324 -0.678
108 H -2.743 -5.806 5.482
109 H -0.814 -4.688 4.430
110 H -3.362 -1.496 3.152
111 H -5.300 -2.621 4.200
112 H 2.221 -1.402 3.003
113 H 3.726 -0.694 4.807
114 H 0.601 -1.289 7.673
115 H -0.916 -2.002 5.881
116 H 1.839 -3.990 3.412
117 H 2.763 -5.787 2.016
118 H -0.336 -5.157 -0.881
119 H -1.284 -3.395 0.531

We obtain max |F| values of 3.64; 0.46; 0.73; 0.77 eV/Å for the records listed above, in that order.